{
  "formula": "C35H38N8O2PS2Sn",
  "method": "wB97M-V/def2-TZVPD",
  "elements": ["Sn", "S", "S", "P", "O", "O", "N", "N", "N", "N", "N", "N", "N", "N", "C", "C", "C", "C", "C", "C", "C", "C", "C", "C", "C", "C", "C", "C", "C", "C", "C", "C", "C", "C", "C", "C", "C", "C", "C", "C", "C", "C", "C", "C", "C", "C", "C", "C", "C", "H", "H", "H", "H", "H", "H", "H", "H", "H", "H", "H", "H", "H", "H", "H", "H", "H", "H", "H", "H", "H", "H", "H", "H", "H", "H", "H", "H", "H", "H", "H", "H", "H", "H", "H", "H", "H", "H"],
  "xyz": [[0.88110, -0.54413, 0.57078], [1.23315, 0.84042, 2.77194], [-1.31797, -0.29769, 1.84306], [-1.66145, 2.13284, -1.33405], [1.54661, -3.59001, -1.63201], [0.31455, -5.18117, -0.88361], [-0.46811, -3.03534, -1.02952], [0.33127, 1.91467, 6.19510], [-2.04123, -4.50517, 0.05728], [-2.43698, -1.27283, -1.39141], [-2.59980, -2.39163, -0.57138], [-3.43393, 0.07399, 4.83652], [0.48271, -3.99123, -1.19247], [4.63027, -2.18818, 1.19516], [1.71943, -4.37113, 3.89341], [-0.26072, 1.38347, 5.35995], [-1.65926, -3.36164, -0.54748], [0.64170, 2.19378, -4.73768], [0.24534, 4.27546, 2.31320], [-1.04122, 3.75864, 2.34860], [0.38698, 3.43182, -5.24158], [-4.35394, 2.02425, -1.72508], [-0.82302, 3.04296, 0.03111], [3.94706, -2.39624, -0.11624], [-0.57396, 4.28852, -4.65153], [-3.68387, 4.25268, -1.11711], [-5.67660, 2.41293, -1.84526], [5.29998, -3.44066, 1.62730], [-5.02634, 4.62542, -1.22124], [1.41754, 3.37574, -1.17736], [0.31911, -3.24437, 2.29303], [-2.34090, 0.36614, 4.61202], [0.50646, -4.24876, 3.23302], [-1.55452, 3.14703, 1.21814], [-6.01827, 3.73010, -1.58098], [3.70605, -1.61269, 2.28219], [-1.20866, 3.82992, -3.51342], [2.55249, -2.51369, 2.59737], [1.32490, -2.34535, 1.93513], [2.73756, -3.48702, 3.58253], [0.99482, 4.14072, 1.15696], [-0.40882, 0.43657, 3.11100], [0.49957, 3.51761, 0.00903], [-0.99162, 0.72205, 4.33281], [-3.33431, 2.91273, -1.36904], [-0.02991, 1.65068, -3.57025], [0.25741, 0.38189, -3.13614], [-2.71097, 5.33889, -0.72824], [-0.94886, 2.58856, -2.92742], [1.10591, 3.99786, -2.01840], [-0.81132, 5.25464, -5.07744], [-7.04748, 4.05963, -1.65719], [-0.31389, -4.91200, 3.48352], [-2.00617, -0.46926, -0.92988], [1.37407, 1.55842, -5.22797], [3.37769, -0.64259, 1.90753], [3.67660, -3.53538, 4.12768], [4.68111, -2.74751, -0.83737], [2.01443, 4.51235, 1.13776], [-1.38644, -5.27086, 0.00346], [4.53558, -4.19461, 1.78918], [4.35696, -1.44094, 3.13946], [-4.08383, 0.99413, -1.92401], [5.83623, -3.25717, 2.55559], [0.95431, -0.24746, -3.67841], [-3.27316, -2.37098, 0.18160], [-3.02645, -4.70484, 0.06715], [3.17084, -3.13999, 0.02000], [5.35152, -1.48197, 1.06039], [-1.68447, 5.10438, -0.98961], [1.85822, -5.12323, 4.65998], [-0.29098, -0.06982, -2.32723], [2.43110, 3.66370, -0.88868], [0.67420, 4.74490, 3.18993], [-2.55936, 2.73816, 1.25217], [1.44187, 2.34865, -1.55372], [0.92962, 3.75819, -6.12487], [-1.94958, 4.47196, -3.05313], [-6.43191, 1.69272, -2.13586], [-5.28871, 5.65953, -1.02224], [5.98710, -3.75905, 0.84750], [3.49769, -1.46310, -0.44764], [-1.63589, 3.81527, 3.25263], [-2.98529, 6.27218, -1.22473], [-0.66918, -3.11946, 1.88031], [-3.34423, -0.99483, -1.73665], [-2.73331, 5.51105, 0.35066]],
  "forces_ev_per_a": [[-0.0447, 0.0827, 0.0477], [0.0633, 0.0215, 0.0582], [-0.2841, -0.2572, -0.2445], [0.0374, -0.1597, -0.2035], [-0.0974, -0.0174, 0.0327], [-0.1762, 0.1651, -0.0719], [0.0497, 0.0913, -0.1629], [-0.0360, -0.0096, -0.0128], [0.0561, -0.1136, -0.0802], [0.0127, -0.0403, 0.0130], [0.0800, 0.0461, -0.1524], [0.0372, -0.0025, 0.0142], [0.1204, -0.1478, 0.3447], [0.0042, 0.0608, 0.0292], [0.0434, -0.0099, 0.0464], [0.0770, -0.0008, 0.0193], [-0.1369, 0.0849, 0.1526], [-0.0094, 0.0083, -0.0400], [-0.0124, -0.0038, -0.0131], [-0.0068, 0.0173, -0.0054], [-0.0070, -0.0175, 0.0147], [-0.0064, 0.0456, -0.0267], [0.1440, -0.0067, 0.0100], [-0.0267, 0.0273, 0.0463], [0.0041, -0.0469, 0.0282], [-0.0507, -0.0436, 0.0206], [0.0082, -0.0290, -0.0019], [0.0086, 0.0468, 0.0578], [0.0266, -0.0123, -0.0078], [0.0107, -0.0280, -0.0374], [0.0396, -0.0108, 0.1128], [-0.0805, 0.0039, -0.0565], [-0.0486, 0.0178, -0.0139], [0.0001, -0.0195, 0.0143], [0.0014, 0.0160, 0.0081], [0.0095, 0.0148, -0.1544], [0.0008, 0.0158, -0.0125], [0.0020, -0.0738, -0.0431], [0.2094, 0.0038, 0.0702], [-0.0028, 0.0024, -0.0377], [0.0045, 0.0015, -0.0371], [0.0896, 0.1272, 0.2318], [-0.0266, 0.0305, 0.0817], [0.0482, -0.0102, -0.0586], [-0.0009, 0.1769, 0.0458], [0.0229, 0.0805, 0.0200], [0.0021, 0.0957, 0.0086], [0.0212, 0.0301, -0.0171], [0.0085, -0.0242, -0.0081], [0.0010, 0.0215, 0.0134], [0.0020, -0.0057, 0.0019], [0.0038, -0.0008, 0.0017], [0.0097, 0.0048, -0.0178], [-0.0732, -0.0154, 0.0924], [-0.0107, -0.0025, 0.0201], [-0.0028, -0.0512, -0.0176], [-0.0066, -0.0050, -0.0014], [0.0130, 0.0127, -0.0033], [-0.0062, 0.0024, 0.0046], [0.0503, 0.0250, 0.0029], [-0.0183, -0.0083, -0.0179], [-0.0072, -0.0494, 0.0478], [-0.0105, 0.0182, -0.0142], [0.0018, -0.0053, -0.0008], [-0.0220, 0.0396, -0.0270], [0.0689, -0.0191, 0.0682], [0.0152, -0.0157, 0.0440], [-0.0833, -0.0322, -0.0366], [-0.0008, 0.0026, -0.0457], [0.0041, -0.0107, -0.0320], [0.0092, 0.0147, -0.0057], [0.0459, -0.1114, 0.0458], [-0.0046, 0.0001, -0.0024], [-0.0072, -0.0032, 0.0010], [0.0016, -0.0113, 0.0018], [-0.0116, -0.0002, 0.0221], [-0.0138, 0.0145, 0.0034], [-0.0147, 0.0353, 0.0169], [-0.0008, 0.0059, 0.0063], [-0.0031, -0.0049, -0.0076], [0.0026, 0.0078, -0.0098], [-0.0073, 0.0092, -0.0112], [0.0069, 0.0018, -0.0043], [-0.0194, -0.0045, 0.0102], [-0.1175, -0.0307, -0.0971], [0.0171, -0.0437, -0.0739], [-0.0007, -0.0137, -0.0076]],
  "total_charge": -1,
  "homo_ev": -2.13
}